DFT (the ωB97M-V functional and the def2-TZVPD basis) results for a structure of composition C34H59BiN6O5P2SSe2.

XYZ file:
```
110
Properties=species:S:1:pos:R:3:forces:R:3
Bi -0.60663 0.66208 0.65283 0.04 -0.06 0.03
Se -3.78037 -0.08662 1.18890 -0.06 0.00 -0.02
Se -3.88256 0.60872 3.38299 0.04 0.02 0.02
C -2.05894 0.78872 3.96648 -0.05 -0.01 -0.02
C -1.95126 0.75406 5.35425 0.01 0.00 0.00
C -0.72908 1.01468 5.94037 0.03 0.02 0.00
C 0.34909 1.29392 5.11891 0.01 0.00 0.01
C 0.16340 1.27789 3.75131 -0.07 -0.01 -0.03
N -1.02164 1.03082 3.16913 -0.01 -0.02 0.05
C -3.50691 1.61514 0.33111 0.11 0.01 0.00
C -4.52683 2.21728 -0.32641 0.01 -0.03 0.03
C -4.21939 3.49651 -0.92003 -0.01 0.03 -0.02
C -2.94355 3.87458 -1.07156 0.00 -0.02 0.01
C -1.81410 2.95850 -0.68151 0.04 -0.07 0.01
N -2.25147 2.11690 0.43437 -0.05 0.07 -0.07
H -2.82225 0.52800 5.95508 0.00 -0.01 -0.01
H -0.62482 0.99919 7.01778 0.00 0.00 0.00
H 1.33115 1.51453 5.51328 0.00 0.00 0.00
H 0.99785 1.48309 3.09477 0.04 0.04 -0.05
H -5.52476 1.80710 -0.31577 0.00 -0.01 0.00
H -5.02934 4.15775 -1.20706 0.00 0.00 0.00
H -2.69608 4.87029 -1.41543 0.00 0.01 -0.01
H -0.99355 3.56269 -0.29149 -0.01 0.00 -0.01
O 2.80193 1.92935 2.05437 -0.02 -0.08 -0.02
S 2.22579 1.85920 0.70538 0.13 0.10 -0.05
O 3.35307 -1.62246 -0.98986 0.04 -0.02 0.07
O 0.65566 2.30402 0.91058 0.01 -0.07 0.04
O 1.96897 0.39269 0.32525 -0.14 0.15 0.10
O 0.18776 -1.31123 2.27661 -0.14 0.03 -0.11
P 1.08457 -2.45948 2.58046 0.19 -0.13 0.00
N 2.24384 -2.11492 3.68084 0.01 0.09 0.08
C 2.87585 -3.02889 4.63222 0.02 -0.04 -0.04
C 3.67232 -2.07654 5.51428 0.00 0.00 0.00
C 4.21311 -1.07080 4.49761 -0.01 -0.01 -0.01
C 3.05931 -0.89174 3.50566 0.03 0.01 -0.06
N 0.28660 -3.75348 3.26242 0.01 0.00 0.01
C -0.43110 -4.68587 2.38933 0.01 0.01 -0.01
C -1.05716 -5.64865 3.39084 0.00 -0.01 0.00
C -1.43040 -4.75178 4.58549 -0.01 0.01 -0.01
C -0.61685 -3.45727 4.38710 0.02 0.01 0.01
N 1.82132 -3.01604 1.22035 -0.04 -0.01 -0.03
C 1.34609 -2.74331 -0.13693 0.01 -0.01 0.01
C 2.61237 -2.82181 -0.98390 -0.03 0.00 -0.03
C 3.39416 -3.92293 -0.26967 -0.01 -0.02 0.00
C 3.17078 -3.60411 1.20662 -0.05 0.04 0.00
H 3.55670 -3.72915 4.13054 -0.02 -0.02 0.01
H 2.13218 -3.61642 5.16691 -0.01 0.02 0.03
H 4.45475 -2.58255 6.07911 0.00 0.00 0.00
H 2.99895 -1.58329 6.21960 0.00 0.00 0.00
H 5.08423 -1.49484 3.99317 -0.01 0.00 -0.01
H 4.51666 -0.12322 4.93946 0.00 0.00 0.00
H 3.40780 -0.77951 2.47608 -0.02 0.00 0.02
H 2.46643 -0.00593 3.71803 0.01 -0.03 0.04
H 0.25637 -5.16535 1.69410 0.00 0.00 0.00
H -1.21267 -4.17397 1.80809 0.00 0.00 0.00
H -0.31308 -6.38807 3.68887 0.00 0.00 0.00
H -1.91341 -6.17955 2.97651 0.00 0.00 0.00
H -1.19428 -5.23475 5.53258 0.00 0.00 0.00
H -2.49659 -4.52688 4.59341 0.00 0.00 0.00
H -0.04069 -3.17405 5.26911 0.00 0.00 0.00
H -1.27469 -2.61662 4.13880 -0.01 0.00 0.00
H 0.88484 -1.76048 -0.19257 -0.03 0.01 0.00
H 0.61895 -3.49332 -0.47146 0.00 0.00 -0.01
H 2.90210 -0.92492 -0.47216 0.01 0.05 -0.04
H 2.37681 -3.10127 -2.01581 -0.01 0.00 -0.01
H 4.44503 -3.91862 -0.55219 0.00 0.01 0.01
H 2.96156 -4.89608 -0.51690 0.02 -0.01 -0.01
H 3.90958 -2.87878 1.55816 0.00 0.00 0.03
H 3.22738 -4.49106 1.84129 0.00 -0.02 -0.01
C -3.68813 1.84782 -3.76644 -0.01 0.00 -0.01
C -2.35628 1.24640 -4.22962 0.02 0.01 0.01
C -2.45908 -0.24723 -3.88509 0.00 0.00 0.01
C -2.25640 1.38541 -5.75408 -0.01 0.00 -0.01
P -0.94466 2.02770 -3.23554 0.01 -0.03 0.14
N -1.22326 2.00838 -1.66577 -0.06 0.08 -0.13
C -0.60150 3.74646 -3.95497 0.00 -0.01 0.00
C -1.89265 4.52170 -4.26384 0.01 0.00 0.00
C 0.17793 4.55610 -2.90455 0.01 -0.02 -0.01
C 0.21266 3.73765 -5.25765 -0.01 0.01 0.00
C 0.58661 0.96545 -3.48180 -0.01 -0.01 -0.01
C 1.83226 1.72127 -2.98944 0.00 0.00 -0.01
C 0.51340 -0.28307 -2.58310 0.07 0.06 0.01
C 0.83270 0.48950 -4.92141 0.01 0.00 0.01
H -4.49292 1.31902 -4.28564 0.00 0.00 -0.01
H -3.79323 2.90492 -3.98891 0.00 0.00 0.01
H -3.82552 1.70117 -2.69792 0.00 0.00 0.00
H -3.38345 -0.62920 -4.32587 0.00 0.00 0.00
H -2.52286 -0.39617 -2.80556 0.00 0.00 0.00
H -1.63881 -0.84046 -4.28253 0.01 0.00 0.00
H -3.09579 0.83959 -6.19439 0.00 0.00 0.00
H -1.34339 0.96647 -6.16908 0.00 0.00 0.00
H -2.34178 2.41736 -6.08674 0.00 0.00 0.00
H -2.58818 4.53816 -3.43169 -0.01 0.00 0.03
H -2.41013 4.13404 -5.13844 0.00 0.01 0.00
H -1.61162 5.55440 -4.48614 0.00 0.00 0.00
H -0.34501 4.61336 -1.95318 -0.03 0.01 0.00
H 0.29785 5.57502 -3.28177 0.01 0.00 -0.01
H 1.16936 4.15507 -2.71424 -0.01 0.00 0.02
H -0.28483 3.19342 -6.05915 0.01 0.00 0.00
H 1.21439 3.33737 -5.13288 0.00 0.00 -0.01
H 0.31829 4.77532 -5.58609 0.00 0.00 0.00
H 1.66377 2.17679 -2.01472 0.00 -0.01 0.02
H 2.17644 2.48342 -3.68522 0.01 -0.01 0.01
H 2.63883 0.99386 -2.86782 0.01 0.00 0.00
H 0.79942 -0.01726 -1.57106 -0.02 -0.01 0.04
H 1.28543 -0.97830 -2.92350 -0.02 -0.03 -0.02
H -0.44082 -0.79717 -2.58042 -0.02 -0.03 0.01
H 0.83423 1.28956 -5.65710 0.00 0.00 0.01
H 0.11518 -0.26710 -5.23415 0.00 -0.01 0.00
H 1.82068 0.02269 -4.94254 0.00 0.00 -0.01
```
Forces are in eV/Å.

As for the LUMO energy: -0.12 eV. The HOMO energy is -0.268 hartree. The calculation puts the total energy at -8134.15644 a.u. The calculation puts the strongest force on any atom at 0.2 eV Å⁻¹. The value obtained for the gap between HOMO and LUMO is 7.17 eV. For the molar mass, the calculation gives 1092.798 g/mol.

These are the Mulliken partial charges, in e, on atoms 1 to 2: Bi 2.138; Se -0.072